ORCA calculation (ωB97M-V/def2-TZVPD) on C2H4INS as an isolated structure in a non-equilibrium geometry.

XYZ file:
```
9
Properties=species:S:1:pos:R:3:lowdin_charge:R:1
C -1.04 -2.63 0.48 -0.23
C 0.70 3.13 -0.93 -0.65
N 0.00 -1.83 0.34 -0.54
S -0.77 2.66 -0.38 0.64
I 1.44 -2.01 1.77 0.67
H -1.13 -3.49 1.13 0.04
H -1.79 -2.57 -0.30 0.05
H 1.14 3.19 -1.91 -0.01
H 1.45 3.55 -0.20 0.01
```

Values from the calculation:
**Multiplicity**: 3
**Orbital gap (alpha / beta)**: 7.186 / 7.289 eV
**Electronic energy**: -829.07148 a.u.
**Net charge**: 0
**Max |F|**: 0.0660 hartree/bohr
**Energy relative to the best compared isomer or geometry (same formula, charge and spin)**: 2.085 eV